one:
Molecular formula: C4H9O3
Method: DFT, ωB97M-V/def2-TZVPD

## Properties
HOMO-LUMO gap ... 5.860 eV
LUMO energy ... 3.65 eV
Net charge ... -1

CARTESIAN COORDINATES (ANGSTROEM)
C1 -1.014 -2.157 -1.690
O1 -0.358 -0.967 -1.845
C2 -0.303 1.003 0.430
H1 -1.145 -2.728 -2.648
H2 -0.502 -2.872 -0.997
H3 -2.050 -2.056 -1.269
H4 0.250 1.291 -0.485
H5 -1.281 0.545 0.209
C3 1.771 -0.025 0.864
O2 0.418 0.124 1.229
H6 2.301 -0.438 1.730
H7 1.870 -0.718 0.011
H8 2.225 0.941 0.588
C4 -0.664 2.340 1.137
O3 -0.381 2.626 2.277
H9 -1.138 3.092 0.461


two:
Molecular formula: C4H9O3
Method: DFT, ωB97M-V/def2-TZVPD

## Properties
HOMO-LUMO gap ... 8.273 eV
LUMO energy ... 4.06 eV
Net charge ... -1

CARTESIAN COORDINATES (ANGSTROEM)
C1 2.244 -1.143 1.937
C2 1.621 -0.647 0.584
O1 1.383 0.607 0.553
O2 1.384 -1.563 -0.208
H1 2.036 -0.775 2.882
H2 3.253 -0.821 1.778
H3 2.165 -2.231 1.926
C3 -1.888 1.283 -0.921
C4 -1.724 -0.162 -1.470
O3 -0.753 1.893 -0.376
H4 -2.036 2.112 -1.744
H5 -2.630 1.291 -0.074
H6 -2.429 -0.836 -0.952
H7 -0.041 1.639 -0.051
H8 -0.758 -0.601 -1.308
H9 -1.827 -0.047 -2.555


three:
Molecular formula: C4H9O3
Method: DFT, ωB97M-V/def2-TZVPD

## Properties
HOMO-LUMO gap ... 8.050 eV
LUMO energy ... 3.86 eV
Net charge ... -1

CARTESIAN COORDINATES (ANGSTROEM)
C1 -1.680 -1.158 1.044
C2 -2.055 0.184 0.394
O1 -0.310 -1.594 1.186
H1 -1.968 -1.219 2.105
H2 -2.160 -1.945 0.452
H3 -2.702 -0.079 -0.440
H4 0.145 -1.212 0.408
H5 -1.130 0.648 0.023
H6 -2.459 0.924 1.080
C3 2.249 1.164 -0.423
C4 1.710 0.340 -1.600
O2 1.842 0.746 -2.771
O3 1.158 -0.746 -1.266
H7 2.611 2.167 -0.620
H8 3.165 0.730 -0.020
H9 1.585 1.050 0.447


four:
Molecular formula: C4H9O3
Method: DFT, ωB97M-V/def2-TZVPD

## Properties
HOMO-LUMO gap ... 7.429 eV
LUMO energy ... 3.45 eV
Net charge ... -1

CARTESIAN COORDINATES (ANGSTROEM)
C1 -0.614 -1.499 0.819
C2 0.148 -2.717 1.052
O1 0.387 -0.584 0.459
H1 -1.509 -1.599 0.099
H2 -1.087 -1.046 1.686
H3 -0.539 -3.548 1.467
H4 -0.143 0.143 -0.091
H5 0.784 -2.535 1.878
H6 0.773 -3.185 0.278
C3 0.452 2.292 -0.531
C4 -0.142 2.480 -1.909
O2 -1.255 1.978 -2.152
O3 0.632 3.059 -2.603
H7 1.040 1.352 -0.685
H8 -0.090 2.267 0.415
H9 1.164 3.142 -0.184


Q: What are the energies relative to the best structure? A: one 302.3; two 151.8; three 0.0; four 114.8, in kJ/mol.


one:
Molecular formula: C6H11O
Method: DFT, ωB97M-V/def2-TZVPD

## Properties
SMILES string ... C=CCCCC[O-]
HOMO-LUMO gap ... 5.633 eV
LUMO energy ... 3.56 eV
Net charge ... -1

CARTESIAN COORDINATES (ANGSTROEM)
C1 2.394 -1.239 -1.126
O1 3.245 -0.853 -2.135
C2 1.542 -0.080 -0.142
C3 0.045 0.033 -0.298
C4 -0.708 0.230 1.080
C5 -2.982 0.710 0.188
C6 -1.892 1.016 0.997
H1 2.988 -1.861 -0.400
H2 1.566 -1.753 -1.613
H3 1.846 -0.422 0.799
H4 2.025 0.841 -0.399
H5 0.003 0.925 -0.911
H6 -0.486 -0.828 -0.756
H7 -0.800 -0.716 1.613
H8 0.145 0.832 1.619
H9 -3.149 -0.180 -0.289
H10 -3.711 1.443 0.178
H11 -2.070 1.903 1.594


two:
Molecular formula: C6H11O
Method: DFT, ωB97M-V/def2-TZVPD

## Properties
HOMO-LUMO gap ... 4.614 eV
LUMO energy ... 2.38 eV
Net charge ... -1

CARTESIAN COORDINATES (ANGSTROEM)
C1 0.348 3.132 0.091
O1 0.282 4.260 -0.578
C2 0.075 1.780 -0.687
C3 1.149 -2.510 0.469
C4 -0.098 -2.564 0.070
C5 -1.126 -2.985 -0.873
C6 -0.394 -1.819 1.318
H1 -0.365 2.953 0.997
H2 1.427 2.856 0.622
H3 -0.915 1.846 -1.177
H4 0.142 0.902 0.020
H5 1.789 -3.343 0.902
H6 0.853 1.687 -1.439
H7 -2.058 -2.505 -1.132
H8 -0.900 -3.850 -1.353
H9 -0.225 -2.226 2.308
H10 -1.431 -1.871 1.232
H11 -0.305 -0.734 1.320


three:
Molecular formula: C6H11O
Method: DFT, ωB97M-V/def2-TZVPD

## Properties
HOMO-LUMO gap ... 6.715 eV
LUMO energy ... 4.07 eV
Net charge ... -1

CARTESIAN COORDINATES (ANGSTROEM)
C1 0.581 2.119 1.872
C2 -0.245 1.387 1.136
C3 -1.568 0.964 1.602
C4 -2.272 0.087 0.887
H1 0.289 2.466 2.862
H2 1.563 2.400 1.510
H3 0.016 0.950 0.160
H4 -1.972 1.345 2.538
H5 -3.251 -0.254 1.202
H6 -1.809 -0.329 -0.004
C5 1.402 -0.994 -1.725
O1 0.369 -0.485 -1.006
C6 1.231 -2.489 -2.054
H7 2.361 -0.926 -1.153
H8 1.557 -0.482 -2.702
H9 2.050 -2.865 -2.687
H10 0.283 -2.675 -2.568
H11 1.246 -3.089 -1.139


Q: What are the energies relative to the best structure? A: one 122.9; two 548.0; three 0.0, in kJ/mol.


one:
Molecular formula: C2H6N2O
Method: DFT, ωB97M-V/def2-TZVPD

## Properties
SMILES string ... [H]/N=C/N.C=O
HOMO-LUMO gap ... 10.749 eV
LUMO energy ... 0.65 eV
Net charge ... 0

CARTESIAN COORDINATES (ANGSTROEM)
O1 1.922 -0.623 1.366
C1 2.572 0.048 0.619
H1 3.476 0.579 0.952
H2 2.226 0.238 -0.411
N1 -2.005 0.986 -0.270
C2 -1.094 -0.088 -0.216
N2 -1.281 -1.244 -0.685
H3 -2.902 0.776 0.154
H4 -2.276 1.045 -1.258
H5 -0.186 0.090 0.375
H6 -0.453 -1.808 -0.627


two:
Molecular formula: C2H6N2O
Method: DFT, ωB97M-V/def2-TZVPD

## Properties
SMILES string ... [H]/N=C/NOC
HOMO-LUMO gap ... 10.607 eV
LUMO energy ... 0.96 eV
Net charge ... 0

CARTESIAN COORDINATES (ANGSTROEM)
C1 -1.579 -0.463 0.126
C2 1.358 0.338 0.000
H1 -2.166 0.168 0.814
H2 -0.927 -1.129 0.727
H3 -2.321 -1.005 -0.541
H4 0.257 1.975 -0.471
H5 2.157 0.852 0.572
H6 2.376 -1.218 -0.075
N1 0.191 1.046 -0.010
N2 1.439 -0.878 -0.385
O1 -0.786 0.313 -0.758


Q: What are the energies relative to the best structure? A: one 0.0; two 80.9, in kJ/mol.


one:
Molecular formula: C2H6N2O
Method: DFT, ωB97M-V/def2-TZVPD

## Properties
SMILES string ... [H]/N=C\N(C)O
HOMO-LUMO gap ... 9.654 eV
LUMO energy ... 0.66 eV
Net charge ... 0

CARTESIAN COORDINATES (ANGSTROEM)
C1 0.354 0.092 -1.707
C2 -1.012 -0.055 0.320
H1 -0.722 0.095 -2.141
H2 0.719 1.121 -1.931
H3 0.893 -0.700 -2.188
H4 1.776 0.670 0.430
H5 -1.888 -0.168 -0.317
H6 -0.273 0.363 1.945
N1 0.196 -0.252 -0.319
N2 -1.208 0.246 1.540
O1 1.316 -0.195 0.497


two:
Molecular formula: C2H6N2O
Method: DFT, ωB97M-V/def2-TZVPD

## Properties
HOMO-LUMO gap ... 10.493 eV
LUMO energy ... 0.80 eV
Net charge ... 0

CARTESIAN COORDINATES (ANGSTROEM)
C1 -1.314 0.035 -0.506
C2 -0.014 0.853 -0.671
H1 -1.861 0.588 0.471
H2 -2.016 0.172 -1.514
H3 -1.218 -1.269 -0.089
H4 1.807 0.883 0.231
H5 1.579 -1.515 0.294
H6 1.080 -1.131 1.886
N1 0.852 0.468 0.429
N2 0.909 -0.899 0.843
O1 0.196 1.814 -1.376


Q: What are the energies relative to the best structure? A: one 0.0; two 27.9, in kJ/mol.